(1)
{"formula": "C18H14Br2F3IMnN4O4SSbSe4", "method": "ωB97M-V with the def2-TZVPD basis set", "e_lumo_ev": [-8.3, -8.3], "max_force_ha_per_bohr": 0.0445, "charge": 2, "e_homo_ev": [-13.8, -13.8], "orbital_gap_ev": [5.5, 5.5], "e_tot_ha": -18354.19832, "symbols": ["Mn", "C", "C", "N", "N", "C", "S", "N", "N", "H", "H", "H", "H", "H", "H", "Se", "Sb", "Se", "Se", "Se", "Br", "C", "C", "C", "C", "C", "C", "C", "O", "O", "H", "H", "H", "H", "F", "C", "F", "F", "C", "O", "O", "Br", "C", "C", "C", "C", "C", "C", "I", "H", "H", "H", "H"], "positions_angstrom": [[0.868, -0.438, 0.177], [2.025, -5.188, 1.856], [0.787, -4.370, 1.914], [-0.370, -4.749, 2.336], [-1.189, -3.651, 2.163], [-0.559, -2.600, 1.661], [-1.088, -1.043, 1.326], [0.696, -3.038, 1.479], [1.666, -2.190, 0.936], [1.835, -6.137, 2.353], [2.856, -4.690, 2.358], [2.315, -5.388, 0.822], [-2.162, -3.701, 2.424], [2.420, -2.039, 1.599], [2.038, -2.601, 0.086], [-3.189, 3.944, -1.022], [-1.106, 3.734, -1.965], [0.513, 1.979, 0.255], [-0.571, 0.638, -1.483], [0.674, 4.390, -3.257], [-0.525, 3.160, 4.715], [0.772, 1.848, 5.099], [1.130, 1.767, 6.434], [2.073, 0.843, 6.868], [2.671, -0.016, 5.965], [2.309, 0.062, 4.635], [1.361, 0.985, 4.174], [1.104, 0.932, 2.730], [0.252, 1.766, 2.246], [1.651, 0.105, 1.938], [0.664, 2.438, 7.140], [2.338, 0.802, 7.919], [3.416, -0.730, 6.296], [2.780, -0.581, 3.914], [0.326, -2.648, -4.503], [0.116, -3.002, -3.255], [-1.088, -3.565, -3.143], [1.051, -3.904, -2.884], [0.153, -1.776, -2.305], [-0.310, -0.722, -2.786], [0.546, -1.946, -1.117], [6.700, 0.257, -0.609], [5.870, -1.398, -0.962], [6.665, -2.533, -1.029], [6.099, -3.772, -1.295], [4.731, -3.887, -1.503], [3.927, -2.758, -1.436], [4.494, -1.521, -1.158], [3.261, 0.183, -1.100], [7.732, -2.436, -0.878], [6.736, -4.647, -1.355], [4.291, -4.848, -1.743], [2.872, -2.836, -1.640]], "forces_ev_per_a": [[-0.23, 0.61, 0.11], [-0.06, 0.06, -0.02], [0.11, 0.25, -0.21], [-0.21, 0.40, -0.10], [-0.01, -0.44, 0.22], [-0.28, 0.00, 0.15], [-0.41, 0.27, -0.10], [0.67, -0.38, 0.04], [0.56, -0.63, 0.24], [-0.01, 0.03, -0.02], [-0.02, 0.01, 0.01], [-0.03, 0.03, 0.03], [0.01, -0.04, 0.03], [-0.03, 0.09, 0.17], [0.16, -0.37, 0.16], [0.40, -0.12, -0.19], [-0.12, 0.18, -0.07], [0.26, -0.23, 1.61], [-0.60, 0.63, 1.00], [-0.25, -0.12, 0.25], [-0.01, -0.02, -0.13], [-0.25, 0.30, 0.20], [0.18, -0.15, 0.21], [-0.21, 0.25, 0.14], [0.08, -0.13, -0.25], [0.10, -0.01, 0.26], [0.47, -0.61, -0.31], [-0.24, -0.22, -1.00], [-0.19, 1.07, -1.21], [0.24, 0.31, 1.22], [0.00, 0.00, 0.02], [-0.04, 0.03, -0.07], [-0.06, 0.05, -0.07], [0.09, -0.15, -0.15], [0.06, 0.06, -0.05], [0.21, -0.54, 0.29], [0.20, 0.08, 0.03], [-0.43, 0.48, -0.12], [0.41, -1.33, 1.28], [-0.02, 0.07, -1.26], [-0.48, 0.22, -2.22], [-0.07, -0.08, -0.02], [-0.24, 0.13, 0.06], [0.06, -0.12, -0.01], [-0.02, -0.02, -0.02], [0.05, -0.02, 0.02], [0.21, 0.06, 0.01], [0.20, 0.04, 0.05], [0.06, -0.03, -0.05], [-0.05, -0.02, -0.01], [-0.05, 0.07, 0.01], [0.01, 0.05, 0.02], [-0.15, -0.04, -0.17]], "nbo_charge": [0.358, -0.673, 0.374, -0.201, -0.346, 0.249, -0.034, -0.227, -0.593, 0.283, 0.242, 0.247, 0.451, 0.416, 0.419, -0.129, 1.056, 0.392, 0.314, -0.151, 0.139, -0.038, -0.234, -0.124, -0.219, -0.137, -0.174, 0.823, -0.612, -0.699, 0.250, 0.243, 0.238, 0.216, -0.272, 0.919, -0.285, -0.308, 0.758, -0.594, -0.656, 0.134, -0.133, -0.200, -0.172, -0.204, -0.209, -0.212, 0.381, 0.254, 0.246, 0.236, 0.198]}

(2)
{"formula": "C3H6O2", "method": "ωB97M-V with the def2-TZVPD basis set", "e_lumo_ev": 0.0, "max_force_ha_per_bohr": 0.0091, "e_homo_ev": -10.3, "orbital_gap_ev": 10.3, "e_tot_ha": -268.34274, "symbols": ["C", "C", "C", "O", "H", "H", "H", "H", "O", "H", "H"], "positions_angstrom": [[0.919, -0.213, 0.769], [-0.147, -0.971, 0.506], [-0.627, -1.154, -0.881], [-1.441, -1.982, -1.218], [1.278, -0.045, 1.780], [1.479, 0.279, -0.022], [-0.699, -1.488, 1.286], [-0.192, -0.445, -1.624], [-0.136, 2.328, 0.036], [0.306, 2.197, -0.811], [-0.679, 1.537, 0.140]], "forces_ev_per_a": [[-0.06, -0.20, -0.02], [0.15, 0.04, 0.09], [-0.15, -0.21, -0.07], [0.28, 0.35, 0.13], [-0.05, -0.10, -0.13], [-0.12, -0.13, 0.09], [0.06, 0.04, -0.09], [0.02, -0.18, 0.05], [-0.10, 0.05, -0.19], [-0.09, 0.14, 0.07], [0.06, 0.20, 0.06]], "nbo_charge": [-0.285, -0.344, 0.388, -0.503, 0.216, 0.196, 0.227, 0.096, -0.927, 0.463, 0.472]}

(3)
{"formula": "C2H5CsO", "method": "ωB97M-V with the def2-TZVPD basis set", "e_lumo_ev": -0.7, "max_force_ha_per_bohr": 0.0348, "e_homo_ev": -6.3, "orbital_gap_ev": 5.6, "e_tot_ha": -174.52466, "symbols": ["Cs", "C", "C", "O", "H", "H", "H", "H", "H"], "positions_angstrom": [[-3.438, -0.844, -1.690], [1.078, -0.090, -0.147], [-0.220, 0.297, 0.576], [-1.270, 0.488, -0.252], [1.927, -0.147, 0.549], [1.341, 0.658, -0.906], [0.976, -1.053, -0.656], [0.011, 1.200, 1.184], [-0.405, -0.508, 1.342]], "forces_ev_per_a": [[0.96, 0.61, 0.63], [0.27, 0.18, 0.01], [0.38, -0.21, 0.49], [-1.37, -0.57, -0.99], [-0.11, -0.10, -0.03], [-0.16, -0.04, 0.07], [-0.04, -0.03, 0.02], [0.00, -0.02, -0.04], [0.08, 0.19, -0.15]], "mulliken_charge": [0.932, -0.817, -0.364, -0.834, 0.302, 0.240, 0.197, 0.182, 0.162]}